No. 1
Density functional theory data (ωB97M-V/def2-TZVPD) for 11 unconnected molecules or ions with the total composition C75H165N7O11 in a non-equilibrium geometry.

LUMO energy = 0.503 eV
Energy relative to the best compared isomer or geometry (same formula, charge and spin) = 120.25 kcal/mol
Frontier orbital gap = 0.3223 Eh
Charge = 0
SMILES = CC1(C)CCCC(C)(C)N1O.CC1(C)CCCC(C)(C)N1O.CC1(C)CCCC(C)(C)N1O.CC1(C)CCCC(C)(C)N1O.CC1(C)CCCC(C)(C)N1O.CC1(C)CCCC(C)(C)N1O.CC1(C)CCCC(C)(C)N1O.CC(C)O.CC(C)O.CC(C)O.CC(C)O

Structure (XYZ):
```
258
Properties=species:S:1:pos:R:3:lowdin_charge:R:1
C -6.090 5.794 -0.427 -0.03
C -4.996 5.109 0.465 -0.42
C -5.474 5.085 1.932 -0.02
C -4.766 3.672 -0.070 -0.18
C -4.313 3.610 -1.465 -0.19
C -2.961 4.402 -1.470 -0.13
C -2.948 5.829 -0.908 -0.49
C -1.423 6.242 -0.728 -0.01
C -3.573 6.852 -1.893 -0.03
N -3.573 5.765 0.424 -0.08
O -3.634 7.062 0.960 -0.02
H -6.246 6.872 -0.160 0.10
H -5.927 5.714 -1.488 0.04
H -7.067 5.268 -0.279 0.10
H -6.163 4.234 2.081 0.10
H -4.666 4.872 2.562 0.06
H -5.934 5.978 2.199 0.06
H -3.943 3.240 0.486 0.12
H -5.715 3.125 -0.023 0.11
H -4.187 2.573 -1.814 0.10
H -5.021 4.067 -2.155 0.10
H -2.392 4.340 -2.431 0.12
H -2.328 3.858 -0.780 0.08
H -1.437 7.291 -0.464 0.08
H -1.072 6.251 -1.802 0.09
H -0.869 5.550 -0.149 0.05
H -2.833 7.343 -2.518 0.07
H -4.139 7.701 -1.425 0.10
H -4.246 6.351 -2.571 0.06
H -3.372 7.010 1.856 0.08
C 8.350 0.519 3.195 -0.02
C 7.400 -0.513 2.491 -0.50
C 7.837 -0.750 1.024 -0.01
C 7.487 -1.833 3.211 -0.14
C 6.309 -2.772 2.930 -0.17
C 5.007 -2.118 3.202 -0.15
C 4.760 -0.813 2.400 -0.45
C 4.485 -1.224 0.946 -0.02
C 3.554 -0.125 2.998 -0.04
N 6.018 0.055 2.637 -0.06
O 5.921 1.249 1.887 -0.03
H 9.397 0.335 3.204 0.07
H 8.127 1.428 2.651 0.06
H 8.047 0.635 4.255 0.09
H 7.131 -1.469 0.604 0.06
H 7.853 0.231 0.517 0.09
H 8.812 -1.154 1.012 0.07
H 8.447 -2.238 2.961 0.11
H 7.562 -1.645 4.308 0.13
H 6.241 -3.059 1.882 0.11
H 6.454 -3.694 3.461 0.11
H 4.863 -1.825 4.215 0.11
H 4.164 -2.758 2.888 0.13
H 5.376 -1.621 0.493 0.05
H 4.152 -0.438 0.276 0.06
H 3.781 -2.011 0.802 0.08
H 2.735 -0.832 3.107 0.09
H 3.307 0.668 2.287 0.08
H 3.855 0.386 3.930 0.10
H 5.738 1.960 2.477 0.09
C -0.135 -6.237 4.506 -0.04
C -0.575 -4.820 4.907 -0.52
C -1.392 -4.807 6.209 -0.02
C 0.698 -4.003 5.128 -0.15
C 0.496 -2.549 5.074 -0.21
C -0.209 -2.033 3.870 -0.15
C -1.566 -2.713 3.692 -0.47
C -2.575 -2.193 4.679 -0.03
C -2.129 -2.414 2.328 -0.04
N -1.308 -4.255 3.774 -0.06
O -2.530 -4.944 3.449 -0.06
H 0.577 -6.224 3.663 0.09
H 0.238 -6.882 5.339 0.09
H -0.952 -6.916 4.201 0.08
H -2.396 -5.110 6.058 0.05
H -0.964 -5.574 6.944 0.11
H -1.473 -3.866 6.710 0.06
H 0.994 -4.352 6.090 0.12
H 1.441 -4.282 4.410 0.11
H -0.031 -2.208 5.978 0.10
H 1.501 -2.017 5.173 0.13
H 0.366 -2.197 2.928 0.12
H -0.414 -0.932 3.801 0.12
H -3.060 -1.367 4.197 0.08
H -2.181 -1.852 5.644 0.08
H -3.381 -2.870 4.925 0.08
H -1.825 -3.062 1.512 0.09
H -2.006 -1.400 2.027 0.06
H -3.217 -2.521 2.343 0.07
H -3.177 -4.869 4.225 0.11
C -1.115 2.502 4.844 0.00
C 0.396 2.992 4.856 -0.46
C 0.808 3.367 3.443 -0.05
C 0.524 4.216 5.781 -0.11
C 0.383 3.821 7.316 -0.15
C 1.470 2.842 7.644 -0.14
C 1.450 1.562 6.764 -0.51
C 2.769 0.814 7.020 -0.03
C 0.288 0.666 7.173 -0.03
N 1.364 1.908 5.316 -0.06
O 1.104 0.724 4.583 -0.07
H -1.750 3.264 4.415 0.08
H -1.141 1.687 4.211 0.04
H -1.422 2.146 5.842 0.07
H 0.096 4.120 3.022 0.10
H 1.777 3.810 3.388 0.08
H 0.737 2.459 2.838 0.06
H 1.310 4.900 5.610 0.10
H -0.380 4.825 5.519 0.12
H 0.478 4.740 7.843 0.10
H -0.586 3.430 7.456 0.08
H 1.508 2.649 8.667 0.10
H 2.391 3.336 7.352 0.12
H 2.741 -0.142 6.555 0.06
H 2.820 0.726 8.098 0.08
H 3.563 1.534 6.632 0.11
H 0.121 -0.155 6.470 0.06
H -0.635 1.183 7.262 0.04
H 0.468 0.333 8.232 0.11
H 1.922 0.610 4.066 0.04
C 0.117 1.466 -5.440 -0.02
C -1.410 1.346 -5.193 -0.44
C -1.651 1.519 -3.656 -0.03
C -2.288 2.386 -5.957 -0.15
C -2.363 2.158 -7.436 -0.20
C -2.910 0.763 -7.672 -0.16
C -2.101 -0.336 -7.105 -0.53
C -2.924 -1.687 -7.146 -0.02
C -0.798 -0.655 -7.751 -0.03
N -1.995 -0.012 -5.641 -0.03
O -1.112 -0.999 -4.994 -0.11
H 0.336 1.785 -6.452 0.07
H 0.515 2.266 -4.856 0.04
H 0.712 0.626 -5.002 0.08
H -2.687 1.174 -3.438 0.09
H -0.940 0.945 -2.989 0.07
H -1.575 2.579 -3.355 0.07
H -3.306 2.276 -5.512 0.13
H -1.937 3.416 -5.829 0.12
H -3.065 2.885 -7.911 0.12
H -1.399 2.382 -7.956 0.12
H -2.946 0.568 -8.762 0.14
H -3.924 0.708 -7.332 0.12
H -3.903 -1.564 -6.683 0.07
H -2.324 -2.529 -6.751 0.08
H -3.054 -2.062 -8.174 0.08
H -0.147 -1.213 -7.067 0.08
H -0.229 0.246 -8.009 0.08
H -0.947 -1.143 -8.658 0.06
H -1.745 -1.387 -4.303 0.09
C 0.598 -4.555 -4.003 0.02
C 1.493 -4.050 -2.670 -0.44
C 0.602 -4.105 -1.424 -0.02
C 2.735 -4.898 -2.503 -0.15
C 3.794 -4.649 -3.564 -0.20
C 4.334 -3.260 -3.608 -0.11
C 3.105 -2.286 -3.855 -0.45
C 3.590 -0.907 -3.522 -0.06
C 2.653 -2.217 -5.314 -0.02
N 2.005 -2.652 -2.833 -0.05
O 0.961 -1.710 -2.951 -0.05
H 1.155 -4.484 -4.942 0.06
H 0.321 -5.597 -3.797 0.08
H -0.286 -3.992 -4.108 0.03
H 0.337 -5.152 -1.345 0.08
H 1.102 -3.697 -0.547 0.08
H -0.360 -3.594 -1.518 0.07
H 3.099 -4.843 -1.458 0.13
H 2.452 -5.944 -2.617 0.12
H 4.477 -5.447 -3.495 0.10
H 3.348 -4.760 -4.527 0.09
H 5.156 -3.167 -4.340 0.13
H 4.731 -2.951 -2.593 0.13
H 4.450 -0.708 -4.055 0.07
H 3.914 -0.820 -2.533 0.06
H 2.859 -0.154 -3.790 0.08
H 1.655 -1.741 -5.398 0.08
H 2.639 -3.171 -5.790 0.06
H 3.334 -1.606 -5.896 0.09
H 0.490 -1.830 -3.774 0.05
C 5.265 4.107 -2.395 -0.02
C 4.193 5.080 -1.889 -0.49
C 4.771 6.429 -1.405 -0.02
C 3.063 5.382 -2.889 -0.16
C 2.149 4.248 -3.316 -0.16
C 1.512 3.651 -2.025 -0.10
C 2.571 3.338 -0.920 -0.51
C 1.736 3.221 0.386 -0.02
C 3.250 2.028 -1.150 -0.02
N 3.433 4.478 -0.773 -0.09
O 4.366 4.311 0.280 -0.03
H 5.945 4.584 -3.112 0.09
H 5.936 3.688 -1.637 0.09
H 4.797 3.280 -2.899 0.05
H 5.204 7.027 -2.196 0.08
H 3.910 6.907 -1.010 0.07
H 5.566 6.246 -0.676 0.08
H 2.529 6.247 -2.550 0.10
H 3.529 5.766 -3.850 0.14
H 1.360 4.560 -4.026 0.11
H 2.826 3.524 -3.832 0.11
H 1.031 2.701 -2.220 0.09
H 0.789 4.378 -1.618 0.11
H 1.146 4.153 0.580 0.11
H 2.386 2.908 1.182 0.07
H 1.041 2.450 0.117 0.03
H 4.241 2.034 -0.690 0.08
H 3.524 1.816 -2.166 0.06
H 2.742 1.155 -0.740 0.07
H 4.708 3.409 0.313 0.06
C -5.053 -2.666 -3.279 -0.05
C -3.769 -3.304 -2.773 -0.47
C -3.376 -4.543 -3.550 -0.05
O -2.658 -2.396 -2.911 -0.10
H -5.298 -1.711 -2.780 0.07
H -5.809 -3.371 -3.092 0.06
H -4.953 -2.357 -4.345 0.09
H -3.798 -3.523 -1.661 0.15
H -3.258 -4.345 -4.627 0.08
H -4.185 -5.308 -3.417 0.10
H -2.385 -4.818 -3.182 0.06
H -2.446 -1.899 -2.098 0.07
C -1.574 1.318 0.198 -0.02
C -0.463 0.437 -0.399 -0.50
C 0.553 -0.029 0.676 -0.03
O -1.021 -0.634 -1.125 -0.09
H -2.255 1.722 -0.627 0.08
H -1.088 2.211 0.670 0.08
H -2.105 0.761 1.005 0.09
H 0.109 1.066 -1.067 0.09
H 0.807 0.846 1.268 0.05
H 1.492 -0.499 0.297 0.08
H 0.091 -0.817 1.263 0.05
H -0.215 -0.854 -1.739 0.10
C -2.241 -8.008 0.151 -0.07
C -3.418 -7.138 -0.257 -0.51
C -4.380 -8.065 -0.942 -0.08
O -4.036 -6.547 0.893 -0.08
H -1.384 -7.489 0.565 0.07
H -1.867 -8.539 -0.766 0.09
H -2.527 -8.783 0.841 0.07
H -3.092 -6.354 -1.009 0.13
H -4.556 -8.925 -0.321 0.08
H -3.891 -8.320 -1.899 0.09
H -5.326 -7.606 -1.266 0.08
H -3.478 -5.796 1.285 0.11
C -7.255 -2.244 0.298 -0.05
C -6.143 -1.189 0.248 -0.54
C -6.722 0.192 0.061 -0.06
O -5.332 -1.150 1.400 -0.07
H -8.019 -1.939 1.003 0.08
H -6.694 -3.167 0.609 0.10
H -7.531 -2.365 -0.700 0.05
H -5.495 -1.575 -0.593 0.13
H -5.819 0.879 -0.031 0.08
H -7.161 0.502 1.042 0.10
H -7.397 0.301 -0.748 0.07
H -5.979 -1.060 2.159 0.12
```

No. 2
Density functional theory data (ωB97M-V/def2-TZVPD) for 5 unconnected molecules or ions with the total composition C18H48ClN6O12P2 in a non-equilibrium geometry.

LUMO energy = 1.870 eV
Energy relative to the best compared isomer or geometry (same formula, charge and spin) = 77.83 kcal/mol
Frontier orbital gap = 0.2584 Eh
Charge = -1

Structure (XYZ):
```
87
Properties=species:S:1:pos:R:3:lowdin_charge:R:1
Cl 4.937 2.636 -0.203 0.55
O 3.754 3.385 -0.231 -0.37
O 5.951 3.264 0.570 -0.40
O 4.710 1.455 0.497 -0.38
O 5.456 2.314 -1.546 -0.41
O 5.754 -2.803 -5.353 -0.30
P 5.565 -2.568 -6.832 0.62
N 4.326 -1.472 -7.272 -0.33
C 3.282 -1.457 -6.327 -0.15
C 4.135 -0.755 -8.538 -0.12
N 4.998 -3.977 -7.612 -0.32
C 4.843 -4.094 -9.069 -0.09
C 4.559 -5.093 -6.827 -0.14
N 6.943 -1.990 -7.681 -0.30
C 7.408 -0.569 -7.590 -0.11
C 8.060 -2.917 -7.794 -0.13
H 3.638 -1.353 -5.302 0.09
H 2.781 -2.409 -6.502 0.08
H 2.496 -0.708 -6.425 0.09
H 4.970 -0.686 -9.235 0.07
H 3.920 0.288 -8.307 0.08
H 3.252 -1.180 -9.015 0.07
H 4.735 -5.145 -9.338 0.08
H 4.038 -3.445 -9.416 0.07
H 5.840 -3.946 -9.484 0.06
H 4.225 -4.720 -5.859 0.07
H 3.774 -5.714 -7.258 0.08
H 5.402 -5.727 -6.550 0.07
H 8.057 -0.463 -6.721 0.08
H 8.001 -0.189 -8.422 0.07
H 6.680 0.221 -7.406 0.07
H 7.680 -3.908 -8.040 0.07
H 8.719 -2.913 -6.926 0.09
H 8.570 -2.614 -8.709 0.08
O -3.904 -3.177 4.826 -0.32
P -5.030 -2.454 4.154 0.62
N -5.886 -1.409 5.227 -0.30
C -5.389 -1.055 6.569 -0.10
C -7.178 -0.845 4.769 -0.12
N -6.167 -3.526 3.353 -0.31
C -6.965 -4.460 4.186 -0.13
C -5.857 -4.256 2.090 -0.11
N -4.483 -1.478 2.881 -0.32
C -3.038 -1.131 2.861 -0.09
C -5.304 -0.653 2.108 -0.17
H -4.466 -1.590 6.792 0.07
H -6.103 -1.442 7.296 0.07
H -5.294 0.019 6.728 0.08
H -6.982 0.143 4.351 0.07
H -7.753 -0.709 5.685 0.07
H -7.798 -1.507 4.165 0.07
H -7.266 -4.025 5.140 0.07
H -7.800 -4.799 3.573 0.07
H -6.277 -5.279 4.393 0.08
H -6.693 -4.791 1.639 0.08
H -5.563 -3.465 1.401 0.06
H -5.019 -4.924 2.288 0.08
H -2.904 -0.208 3.425 0.09
H -2.400 -1.926 3.246 0.07
H -2.533 -1.081 1.896 0.08
H -4.845 -0.722 1.122 0.08
H -5.041 0.404 2.131 0.08
H -6.378 -0.833 2.164 0.08
C -1.116 7.995 -0.686 -0.07
O -2.365 7.413 -0.605 0.01
C -3.354 8.045 0.001 -0.56
O -3.365 9.156 0.529 0.11
O -4.192 7.021 0.239 -0.02
C -5.177 7.096 1.247 -0.05
H -0.988 9.059 -0.885 0.09
H -0.618 7.548 -1.547 0.10
H -0.567 7.823 0.239 0.11
H -5.618 6.151 1.565 0.09
H -5.964 7.783 0.936 0.10
H -4.595 7.370 2.126 0.10
C 2.747 1.941 7.389 -0.01
O 1.982 2.410 8.542 -0.06
C 1.110 1.498 9.103 -0.51
O 1.064 0.290 8.744 0.07
O 0.234 1.975 10.010 -0.02
C 0.150 3.357 10.397 -0.03
H 3.513 1.212 7.655 0.09
H 3.308 2.767 6.951 0.09
H 1.973 1.554 6.727 0.10
H 1.060 3.428 10.992 0.09
H -0.646 3.593 11.103 0.09
H 0.282 3.950 9.492 0.10
```

No. 3
Density functional theory data (ωB97M-V/def2-TZVPD) for 2 unconnected molecules or ions with the total composition C36H51F5IN4O5 in a non-equilibrium geometry.

LUMO energy = -2.838 eV
Frontier orbital gap = 0.3145 Eh
Charge = +1

Structure (XYZ):
```
102
Properties=species:S:1:pos:R:3:lowdin_charge:R:1
C 1.233 -2.159 4.118 -0.06
C 1.201 -3.326 3.137 -0.23
O 0.411 -3.052 1.983 -0.15
C 1.126 -2.303 1.033 -0.21
C 0.218 -2.066 -0.166 -0.08
N -0.391 -0.699 -0.144 0.04
C -1.705 -0.729 -0.589 -0.24
N -2.628 -1.167 0.218 0.08
C -2.346 -1.662 1.572 -0.11
C -3.299 -1.094 2.630 -0.24
N -2.646 -1.292 3.926 0.02
C -4.025 -1.167 -0.207 -0.12
O -4.517 0.135 -0.001 -0.03
C -5.652 0.403 -0.765 -0.27
C -5.579 1.452 -1.676 -0.02
C -6.679 1.800 -2.448 -0.10
C -7.869 1.088 -2.308 -0.09
C -7.925 0.037 -1.403 -0.07
C -6.832 -0.314 -0.617 -0.01
N -2.086 -0.247 -1.841 -0.03
C -1.822 -1.199 -2.944 -0.15
C -3.062 -1.528 -3.764 -0.30
C -3.477 -0.380 -4.695 -0.63
I -5.551 -0.574 -5.191 0.84
C -1.654 1.138 -2.056 -0.10
C -0.443 1.535 -1.174 -0.20
C -1.008 2.221 0.103 -0.08
C -0.081 2.395 1.281 -0.22
C 0.681 3.550 1.430 -0.05
C 1.538 3.715 2.519 -0.07
C 1.623 2.713 3.476 -0.06
C 0.858 1.553 3.346 -0.07
C 0.003 1.400 2.263 -0.05
C 0.386 0.275 -0.957 -0.23
C 1.807 0.448 -0.416 -0.11
C 2.673 1.393 -1.266 -0.12
C 3.142 2.656 -0.524 -0.07
C 4.601 2.970 -0.736 -0.46
F 5.353 1.859 -0.621 0.12
F 4.807 3.516 -1.953 0.14
C 5.123 3.990 0.310 -0.59
F 5.255 3.398 1.492 0.18
F 4.243 4.982 0.457 0.17
F 6.278 4.508 -0.041 0.20
H 0.367 -2.181 4.776 0.07
H 2.127 -2.228 4.734 0.09
H 1.249 -1.192 3.619 0.04
H 0.769 -4.188 3.637 0.12
H 2.218 -3.599 2.848 0.11
H 2.020 -2.836 0.706 0.12
H 1.461 -1.341 1.423 0.11
H 0.740 -2.265 -1.104 0.13
H -0.577 -2.806 -0.089 0.13
H -2.443 -2.748 1.553 0.15
H -1.326 -1.453 1.868 0.09
H -3.520 -0.046 2.415 0.12
H -4.219 -1.673 2.653 0.12
H -1.889 -0.626 4.038 0.06
H -3.316 -1.094 4.658 0.08
H -4.566 -1.883 0.410 0.14
H -4.117 -1.472 -1.242 0.12
H -4.658 2.011 -1.763 0.10
H -6.584 2.629 -3.132 0.11
H -8.725 1.367 -2.902 0.11
H -8.844 -0.519 -1.280 0.11
H -6.879 -1.118 0.104 0.12
H -1.054 -0.809 -3.614 0.13
H -1.424 -2.131 -2.539 0.13
H -3.904 -1.847 -3.159 0.06
H -2.806 -2.382 -4.395 0.12
H -2.928 -0.428 -5.626 0.04
H -3.342 0.576 -4.200 0.03
H -1.391 1.270 -3.103 0.13
H -2.465 1.837 -1.855 0.11
H 0.127 2.256 -1.750 0.14
H -1.331 3.216 -0.208 0.13
H -1.922 1.705 0.405 0.11
H 0.592 4.329 0.683 0.12
H 2.119 4.622 2.583 0.11
H 2.279 2.849 4.324 0.11
H 0.937 0.790 4.108 0.09
H -0.586 0.500 2.167 0.09
H 0.539 -0.190 -1.942 0.15
H 2.277 -0.533 -0.495 0.10
H 1.823 0.702 0.640 0.11
H 3.554 0.842 -1.586 0.10
H 2.165 1.673 -2.187 0.12
H 2.526 3.511 -0.784 0.13
H 3.006 2.502 0.546 0.11
C 7.790 -1.750 -0.789 0.00
C 6.531 -2.374 -0.210 -0.30
C 5.237 -1.983 -0.887 -0.09
O 4.281 -2.158 0.173 0.02
C 4.942 -1.959 1.348 -0.56
O 4.399 -1.841 2.398 0.17
O 6.270 -1.913 1.137 0.10
H 8.537 -2.513 -1.003 0.08
H 7.585 -1.230 -1.725 0.09
H 8.227 -1.044 -0.087 0.10
H 6.622 -3.460 -0.160 0.16
H 4.984 -2.611 -1.738 0.14
H 5.231 -0.932 -1.188 0.12
```

No. 4
Density functional theory data (ωB97M-V/def2-TZVPD) for 8 unconnected molecules or ions with the total composition C3H21NO9 in a non-equilibrium geometry.

LUMO energy (alpha / beta) = -3.714 / -9.581 eV
Multiplicity = 2
Energy relative to the best compared isomer or geometry (same formula, charge and spin) = 17.30 kcal/mol
<S²> = 0.76
Frontier orbital gap (alpha / beta) = 0.3707 / 0.1548 Eh
Charge = +1

Structure (XYZ):
```
34
Properties=species:S:1:pos:R:3:mulliken_spin:R:1
C 0.948 -0.738 0.248 0.04
N -0.049 -1.829 0.429 0.68
C 0.315 -3.266 0.430 -0.06
O -0.610 -3.975 0.990 0.00
O 1.333 -3.616 -0.086 0.16
C 0.182 0.483 -0.260 0.00
H 1.691 -1.139 -0.448 0.05
H 1.674 -0.656 1.095 0.08
H -0.759 -1.610 1.150 -0.03
H -1.528 -3.670 1.036 0.00
H 0.598 1.445 -0.136 0.00
H -0.074 0.535 -1.294 0.00
H -0.802 0.390 0.265 0.01
H 2.496 -0.906 -2.128 0.00
H 1.835 0.478 -2.773 0.00
O 2.569 -0.089 -2.594 0.00
H -1.341 3.670 -0.960 0.00
H -0.204 4.200 -0.129 0.00
O -0.605 3.344 -0.421 0.00
H -1.933 0.180 2.705 0.00
H -0.684 -0.212 3.108 0.00
O -1.611 -0.395 3.408 0.00
H 1.338 2.307 2.091 0.00
H 0.234 2.306 3.206 0.00
O 0.611 1.809 2.484 0.00
H 3.199 1.703 1.332 0.00
H 2.594 1.810 -0.183 0.00
O 2.654 2.162 0.705 0.00
H -1.024 -1.856 -1.182 0.00
H -2.212 -2.222 -2.055 0.00
O -1.519 -1.535 -1.948 0.05
H -3.166 1.013 -3.071 0.00
H -2.675 -0.315 -2.413 0.00
O -3.476 0.193 -2.601 0.00
```

no.,E_tot (eV)
1,-113393.4560
2,-84048.1424
3,-76039.9625
4,-23358.7119